1.
{"formula": "C5H11NO2", "method": "the ωB97M-V functional and the def2-TZVPD basis", "largest_force_ev_per_a": 2.0, "relative_energy_kcal_mol": 28.8, "lumo_energy_ev": 6.656, "charge": -2, "gap_ev": 5.780, "smiles": "CN[C@H](C[O-])CC[O-]", "symbols": ["O", "C", "H", "C", "N", "H", "O", "H", "C", "H", "H", "H", "C", "C", "H", "H", "H", "H", "H"], "xyz": [[-2.27248, -1.71761, 1.81414], [-1.01555, -1.52371, 1.32557], [0.73975, 3.07195, 0.66236], [0.15718, 2.15111, 0.73880], [0.80137, 1.27511, -0.23920], [0.44231, -1.51009, -1.98137], [1.13187, 0.28478, -2.71340], [-0.52329, -2.46587, 0.97190], [0.49489, -0.16242, -0.30445], [-1.33924, -1.20613, -0.83773], [-0.43292, -0.96275, 2.09505], [-1.64867, 0.18003, 0.16825], [1.12185, -0.65195, -1.74662], [-0.93667, -0.64560, 0.01668], [0.72620, 1.52454, -1.23531], [-0.90735, 2.25008, 0.47184], [0.19904, 1.70420, 1.73424], [1.12163, -0.63791, 0.48217], [2.14008, -0.95779, -1.42292]], "mulliken_charge": [-0.94, -0.35, 0.35, -0.91, -0.34, 0.17, -0.95, 0.12, 0.22, 0.30, 0.11, 0.19, -0.31, -0.70, 0.23, 0.24, 0.28, 0.14, 0.16]}

---

2.
{"formula": "C5H11NO2", "method": "the ωB97M-V functional and the def2-TZVPD basis", "largest_force_ev_per_a": 1.9, "relative_energy_kcal_mol": 16.6, "lumo_energy_ev": 0.835, "gap_ev": 10.320, "smiles": "CC(C)[C@@H](N)C(=O)O", "symbols": ["H", "C", "H", "C", "H", "H", "N", "C", "O", "O", "H", "H", "H", "H", "C", "H", "H", "H", "C"], "xyz": [[0.66063, 1.26283, -2.98497], [-1.48328, -0.24455, 1.39267], [-0.18174, 1.37188, 1.18639], [0.84704, -0.17503, 2.35008], [-0.60922, -1.95338, -0.55036], [1.60780, -0.15167, -0.09526], [0.36062, -1.71150, -0.37857], [0.00878, 0.55017, -1.34100], [0.99884, 0.94724, -2.16398], [-1.12281, 0.90210, -1.50996], [-2.09412, 0.40489, 2.00946], [-1.98798, -0.37270, 0.43724], [1.53686, -0.96916, 2.08438], [1.44782, 0.68419, 2.65689], [-0.04219, 0.29074, 1.15219], [-1.41293, -1.24877, 1.81594], [0.16506, -0.38338, 3.16872], [0.76718, -2.31456, 0.32502], [0.52926, -0.29058, -0.17770]], "mulliken_charge": [0.35, -1.64, 0.46, -1.42, 0.25, 0.35, -0.59, 0.18, -0.44, -0.54, 0.38, 0.38, 0.35, 0.33, 0.62, 0.39, 0.39, 0.29, -0.09]}